# 1
The following is a quantum chemistry calculation of a structure of composition C23H22N3O3PtS4Sb, from the OMol25 dataset.

Charge ... +1
Relative energy (zero: lowest compared OMol25 entry of this formula, charge and spin) ... 0.00 kcal/mol
Spin multiplicity ... 2
HOMO (spin up / spin down) ... -10.914 / -10.912 eV

CARTESIAN COORDINATES (ANGSTROEM)
Pt: 0.232 -0.315 -0.036
S: -0.837 3.430 1.585
Sb: 1.422 2.776 1.115
S: 0.846 0.604 2.003
S: 1.049 1.676 -1.018
O: -1.595 0.729 0.082
C: -2.815 0.490 -0.691
C: -2.778 1.025 -2.104
C: -1.541 0.583 -2.893
C: -1.265 -0.888 -2.801
C: -1.855 -1.745 -3.721
C: -1.628 -3.106 -3.665
C: -0.787 -3.594 -2.680
C: -0.239 -2.703 -1.786
N: -0.469 -1.379 -1.826
H: -1.377 1.685 0.070
H: -3.615 0.941 -0.104
H: -2.944 -0.584 -0.679
H: -2.853 2.113 -2.132
H: -3.682 0.634 -2.582
H: -0.680 1.134 -2.536
H: -1.667 0.851 -3.942
H: -2.489 -1.320 -4.488
H: -2.091 -3.772 -4.380
H: -0.566 -4.647 -2.584
H: 0.401 -3.062 -0.996
O: -2.586 -1.971 0.573
S: -1.711 -2.448 1.611
O: -1.733 -3.841 1.940
N: -0.199 -1.999 1.169
C: 0.942 -2.742 1.470
C: 1.076 -3.803 2.342
C: 2.311 -4.456 2.509
C: 3.425 -4.089 1.810
C: 3.335 -3.012 0.904
C: 4.416 -2.588 0.104
C: 4.255 -1.557 -0.775
C: 3.023 -0.897 -0.841
N: 1.997 -1.264 -0.095
C: 2.105 -2.338 0.763
C: -2.024 -1.490 3.056
C: -2.902 -0.420 2.976
C: -3.113 0.364 4.101
C: -2.447 0.077 5.283
C: -1.572 -1.000 5.351
C: -1.358 -1.792 4.237
H: 0.220 -4.173 2.883
H: 2.359 -5.282 3.206
H: 4.367 -4.606 1.929
H: 5.367 -3.097 0.195
H: 5.059 -1.216 -1.410
H: 2.878 -0.048 -1.491
H: -3.413 -0.214 2.046
H: -3.801 1.198 4.053
H: -2.615 0.690 6.158
H: -1.061 -1.227 6.277
H: -0.685 -2.638 4.292

# 2
The following is a quantum chemistry calculation of a structure of composition C27H51Br9O12S6 in a non-equilibrium geometry, from the OMol25 dataset.

Charge ... 0
Relative energy (zero: lowest compared OMol25 entry of this formula, charge and spin) ... 0.00 kcal/mol
HOMO ... -9.830 eV

CARTESIAN COORDINATES (ANGSTROEM)
C: -2.355 -23.605 -4.838
Br: -3.926 -24.467 -4.171
Br: -1.558 -24.616 -6.298
Br: -0.996 -23.491 -3.401
H: -2.539 -22.585 -5.141
C: -8.543 -29.806 -6.025
Br: -9.002 -28.013 -5.340
Br: -10.054 -31.014 -5.971
Br: -6.951 -30.503 -5.170
H: -8.328 -29.625 -7.067
C: -2.773 -32.678 -0.698
Br: -1.696 -32.694 -2.361
Br: -1.799 -32.226 0.890
Br: -3.695 -34.392 -0.644
H: -3.473 -31.862 -0.805
C: -0.523 -28.773 -12.994
C: -2.032 -29.070 -13.003
C: -2.771 -27.949 -12.228
S: -1.505 -27.155 -11.103
O: -1.831 -27.344 -9.707
O: -1.246 -25.836 -11.642
C: -0.195 -28.305 -11.610
H: -0.467 -27.975 -13.740
H: 0.061 -29.628 -13.323
H: -2.291 -30.037 -12.566
H: -2.430 -29.123 -14.018
H: -3.496 -28.474 -11.609
H: -3.232 -27.175 -12.832
H: -0.265 -29.121 -10.882
H: 0.772 -27.872 -11.346
C: -2.644 -28.080 -5.058
C: -3.560 -29.164 -4.473
C: -3.061 -30.489 -4.975
S: -2.314 -30.255 -6.615
O: -3.247 -30.773 -7.620
O: -0.892 -30.554 -6.578
C: -2.423 -28.417 -6.516
H: -1.671 -28.107 -4.558
H: -3.128 -27.125 -4.873
H: -4.581 -29.005 -4.824
H: -3.638 -29.087 -3.389
H: -3.722 -31.348 -5.041
H: -2.198 -30.790 -4.377
H: -3.249 -28.106 -7.168
H: -1.617 -27.942 -7.076
C: 2.850 -27.958 -6.275
C: 1.331 -28.122 -6.425
C: 0.962 -27.852 -7.878
S: 2.418 -28.493 -8.818
O: 2.981 -27.440 -9.638
O: 1.973 -29.725 -9.429
C: 3.538 -28.720 -7.414
H: 3.198 -28.244 -5.284
H: 3.035 -26.879 -6.346
H: 0.819 -27.504 -5.688
H: 1.144 -29.147 -6.091
H: 0.859 -26.789 -8.091
H: 0.127 -28.406 -8.298
H: 4.594 -28.575 -7.613
H: 3.478 -29.769 -7.101
C: -5.206 -33.211 -8.894
C: -4.278 -34.291 -9.438
C: -3.089 -34.386 -8.501
S: -3.768 -34.158 -6.799
O: -2.884 -33.252 -6.094
O: -4.032 -35.469 -6.225
C: -5.332 -33.444 -7.381
H: -6.222 -33.215 -9.282
H: -4.726 -32.245 -9.058
H: -3.870 -34.025 -10.418
H: -4.820 -35.217 -9.649
H: -2.526 -33.456 -8.620
H: -2.402 -35.227 -8.500
H: -5.650 -32.542 -6.861
H: -6.091 -34.209 -7.212
C: 2.535 -32.841 -7.605
C: 1.810 -32.792 -6.223
C: 0.620 -33.751 -6.308
S: 1.157 -35.155 -7.335
O: 0.095 -35.756 -8.126
O: 1.974 -36.034 -6.513
C: 2.236 -34.148 -8.389
H: 3.620 -32.806 -7.503
H: 2.226 -31.995 -8.216
H: 1.371 -31.805 -6.086
H: 2.544 -32.977 -5.443
H: -0.160 -33.261 -6.892
H: 0.244 -34.121 -5.358
H: 1.578 -33.861 -9.208
H: 3.028 -34.832 -8.673
C: -8.907 -26.610 -1.520
C: -8.372 -25.282 -2.110
C: -6.849 -25.264 -2.021
S: -6.327 -27.001 -2.233
O: -5.385 -27.368 -1.199
O: -6.073 -27.394 -3.614
C: -7.931 -27.778 -1.800
H: -9.851 -26.855 -2.001
H: -8.995 -26.424 -0.451
H: -8.726 -24.438 -1.524
H: -8.651 -25.200 -3.162
H: -6.570 -24.982 -1.004
H: -6.360 -24.587 -2.715
H: -7.875 -28.369 -0.888
H: -8.279 -28.452 -2.578

# 3
The following is a quantum chemistry calculation of an isolated molecule of C3H7NS2 in a non-equilibrium geometry, from the OMol25 dataset.

Charge ... 0
Relative energy (zero: lowest compared OMol25 entry of this formula, charge and spin) ... 86.66 kcal/mol
HOMO (spin up / spin down) ... -9.173 / -8.143 eV

CARTESIAN COORDINATES (ANGSTROEM)
C: -0.668 0.630 -0.833
C: -0.188 2.016 -0.251
C: 0.851 -2.356 1.001
N: 0.080 -0.438 -0.364
S: -1.223 3.396 -0.941
S: -0.275 -0.968 1.156
H: -1.775 0.549 -0.942
H: -0.421 0.634 -1.956
H: -0.548 2.210 0.756
H: 0.875 2.017 -0.504
H: 1.830 -1.858 0.735
H: 0.443 -3.085 0.174
H: 1.018 -2.748 1.969

# 4
The following is a quantum chemistry calculation of an isolated molecule of C3H3ClOS in a non-equilibrium geometry, from the OMol25 dataset.

Charge ... 0
Relative energy (zero: lowest compared OMol25 entry of this formula, charge and spin) ... 83.93 kcal/mol
HOMO (spin up / spin down) ... -8.572 / -8.566 eV

CARTESIAN COORDINATES (ANGSTROEM)
C: -0.367 1.271 -0.570
C: 0.011 -1.099 0.282
C: 0.528 0.260 0.047
O: -1.382 1.084 -1.211
S: 0.970 -2.401 1.090
Cl: 0.187 2.872 -0.291
H: -0.842 -1.002 0.949
H: -0.632 -1.637 -0.668
H: 1.527 0.651 0.372

# 5
The following is a quantum chemistry calculation of an isolated molecule of C4H8O, from the OMol25 dataset.

Charge ... 0
Relative energy (zero: lowest compared OMol25 entry of this formula, charge and spin) ... 56.48 kcal/mol
HOMO ... -8.545 eV

CARTESIAN COORDINATES (ANGSTROEM)
C: 0.096 -1.522 -0.498
C: 0.864 -0.206 -0.609
C: -0.009 1.011 -0.242
C: -0.089 1.111 1.260
O: -1.350 0.922 1.606
H: -0.338 -1.650 0.501
H: 0.750 -2.379 -0.693
H: -0.728 -1.553 -1.220
H: 1.245 -0.089 -1.631
H: -0.994 0.943 -0.730
H: 0.494 1.925 -0.588
H: 1.736 -0.226 0.056
H: -1.394 0.968 2.574

# 6
The following is a quantum chemistry calculation of the ion C4H8N with charge +1 in a non-equilibrium geometry, from the OMol25 dataset.

Charge ... +1
Relative energy (zero: lowest compared OMol25 entry of this formula, charge and spin) ... 48.04 kcal/mol
HOMO (spin up / spin down) ... -13.743 / -14.487 eV

CARTESIAN COORDINATES (ANGSTROEM)
C: 1.418 -0.353 -1.759
C: 0.935 0.258 -0.665
C: -0.892 -0.590 1.615
C: -0.952 0.719 0.920
N: -0.383 0.236 -0.345
H: 2.442 -0.223 -2.060
H: 0.796 -0.960 -2.399
H: 1.565 0.856 -0.019
H: 0.045 -0.935 2.027
H: -1.701 -1.296 1.515
H: -1.959 1.105 0.762
H: -0.316 1.492 1.352
H: -0.999 -0.308 -0.943

# 7
The following is a quantum chemistry calculation of an isolated molecule of C15H27N3O3 in a non-equilibrium geometry, from the OMol25 dataset.

Charge ... 0
SMILES string ... CCCNC(=O)CNC(=O)[C@@H](CC)N1C(=O)CCC1(C)C
Relative energy (zero: lowest compared OMol25 entry of this formula, charge and spin) ... 29.25 kcal/mol
HOMO ... -9.175 eV

CARTESIAN COORDINATES (ANGSTROEM)
C: 4.970 0.374 0.126
C: 5.301 0.325 -1.333
C: 4.490 -0.723 -2.100
N: 3.053 -0.497 -1.975
C: 2.096 -1.347 -2.571
O: 2.418 -2.385 -3.148
C: 0.623 -1.020 -2.585
N: 0.037 -1.092 -1.251
C: 0.151 -0.092 -0.329
O: 0.734 0.955 -0.674
C: -0.572 -0.242 1.045
C: -0.084 0.837 2.062
C: -0.350 0.485 3.530
N: -2.052 -0.364 0.868
C: -2.607 -1.593 0.586
O: -1.947 -2.581 0.273
C: -4.090 -1.490 0.316
C: -4.227 -0.090 -0.175
C: -3.033 0.664 0.520
C: -3.556 1.379 1.793
C: -2.494 1.726 -0.434
H: 4.991 -0.605 0.560
H: 4.000 0.855 0.287
H: 5.716 0.978 0.649
H: 6.324 0.048 -1.455
H: 5.151 1.302 -1.775
H: 4.738 -0.672 -3.175
H: 4.742 -1.714 -1.728
H: 2.701 0.337 -1.503
H: 0.138 -1.730 -3.279
H: 0.486 -0.022 -3.000
H: -0.536 -1.889 -0.946
H: -0.241 -1.196 1.449
H: 1.028 0.929 1.969
H: -0.508 1.782 1.773
H: -1.400 0.497 3.746
H: 0.051 -0.484 3.744
H: 0.131 1.247 4.136
H: -4.364 -2.267 -0.400
H: -4.634 -1.684 1.217
H: -5.186 0.327 0.143
H: -4.117 0.049 -1.248
H: -4.384 2.013 1.526
H: -3.874 0.649 2.585
H: -2.791 2.039 2.245
H: -1.771 2.361 0.069
H: -3.243 2.370 -0.875
H: -2.010 1.254 -1.258

# 8
The following is a quantum chemistry calculation of a structure of composition C25H58CdN2O2Si3 in a non-equilibrium geometry, from the OMol25 dataset.

Charge ... 0
HOMO ... -5.682 eV

CARTESIAN COORDINATES (ANGSTROEM)
O: -0.976 -2.704 -2.036
O: -2.264 -0.980 -3.107
C: 0.259 -3.477 -2.207
C: 0.164 -4.951 -1.856
H: 1.044 -2.986 -1.614
H: 0.537 -3.375 -3.264
H: 0.232 -5.142 -0.781
H: 1.026 -5.461 -2.296
H: -0.725 -5.448 -2.259
C: -1.811 -3.081 -0.896
C: -3.073 -3.728 -1.373
H: -1.979 -2.145 -0.348
H: -1.208 -3.743 -0.277
H: -3.642 -3.097 -2.060
H: -3.686 -3.909 -0.491
H: -2.884 -4.698 -1.845
C: -3.497 -0.035 -2.984
C: -1.927 -1.342 -4.514
C: -3.966 0.006 -1.564
H: -4.235 -0.427 -3.690
H: -3.146 0.931 -3.372
H: -4.256 -0.992 -1.230
H: -4.856 0.648 -1.544
H: -3.210 0.433 -0.904
C: -2.771 -2.533 -4.843
H: -0.854 -1.550 -4.526
H: -2.117 -0.465 -5.128
H: -2.662 -3.324 -4.093
H: -2.464 -2.930 -5.806
H: -3.824 -2.251 -4.910
H: -2.088 -1.889 -2.651
Cd: 1.022 0.806 0.922
C: 0.003 0.375 -0.793
Si: 0.672 1.130 -2.372
H: -1.099 0.482 -0.730
H: 0.167 -0.720 -0.885
C: 1.699 -0.096 -3.351
C: 1.711 2.559 -1.762
C: -0.610 1.887 -3.555
C: 2.987 -0.097 0.568
Si: 4.098 0.843 1.720
H: 3.242 -0.051 -0.503
H: 2.838 -1.154 0.850
C: 4.664 2.458 0.944
C: 5.580 -0.269 2.019
C: 3.235 1.281 3.346
H: -0.134 2.790 -3.954
H: -1.529 2.201 -3.048
H: -0.878 1.260 -4.414
H: 2.635 -0.302 -2.813
H: 1.977 0.339 -4.323
H: 1.213 -1.062 -3.559
H: 2.616 2.144 -1.301
H: 1.124 3.130 -1.026
H: 1.952 3.187 -2.626
H: 5.772 -0.868 1.118
H: 5.396 -0.954 2.857
H: 6.466 0.340 2.236
H: 2.709 0.420 3.784
H: 2.497 2.093 3.238
H: 3.995 1.619 4.067
H: 5.618 2.737 1.417
H: 3.950 3.280 1.105
H: 4.834 2.353 -0.137
C: 0.935 -2.629 2.826
C: 0.195 -1.469 3.429
C: -0.311 -1.545 4.727
C: -0.966 -0.439 5.287
C: -1.093 0.730 4.543
C: -0.516 0.782 3.237
N: 0.068 -0.351 2.726
N: -0.405 1.866 2.466
Si: -0.890 3.512 2.671
C: -2.737 3.588 2.959
C: 0.051 4.209 4.138
C: -0.442 4.466 1.125
H: 1.058 -2.526 1.741
H: 1.931 -2.728 3.280
H: 0.388 -3.555 3.029
H: -0.181 -2.486 5.252
H: -1.377 -0.486 6.297
H: -1.572 1.636 4.915
H: -3.067 2.777 3.624
H: -3.008 4.551 3.413
H: -3.269 3.482 2.002
H: 1.115 4.337 3.895
H: -0.375 5.189 4.396
H: -0.024 3.552 5.016
H: 0.636 4.425 0.912
H: -0.989 4.097 0.245
H: -0.717 5.520 1.281